# 1
C17H20N2OS | wB97M-V/def2-TZVPD

Geometry as XYZ:
```
41
Properties=species:S:1:pos:R:3:forces:R:3
C -3.888406 -1.503879 1.101671 3.8237 -3.5747 -4.7797
H -3.225090 -1.724634 1.919687 -0.1701 0.0521 0.4133
H -4.778876 -1.093123 1.277532 -3.5551 1.1262 1.3175
H -3.973499 -2.454840 0.413609 -0.5476 0.7611 1.8597
C -3.230803 -0.596239 0.036082 -0.4659 6.0270 8.3458
C -4.188088 -0.125921 -0.951758 1.1491 2.9903 -3.6612
H -4.386406 -1.029317 -1.478206 -0.5731 -0.5911 -1.5399
H -3.683542 0.763937 -1.717043 -1.1319 -2.8375 1.8607
H -5.153979 0.348662 -0.759944 0.2964 -0.3653 1.0640
C -1.839083 -0.912553 -0.317280 -0.0292 10.1559 2.6571
C -0.949360 -0.939716 0.841515 1.3621 -5.5843 1.5542
N 0.363629 -1.080687 0.224448 1.8651 3.9122 9.6577
C 1.515407 -0.778285 0.876103 -3.4631 7.8837 6.5491
O 1.381788 0.049713 2.095767 0.8756 -5.1324 -6.0872
C 2.810030 -0.769308 0.189015 -0.7374 1.1927 3.1477
C 3.162889 -2.036492 -0.000084 5.7194 -3.8353 -4.2819
C 4.553950 -2.341057 -0.564800 -3.0195 5.0777 2.6269
C 5.326188 -1.133555 -0.542213 2.8420 0.7665 -1.8264
N 5.086430 0.226056 -0.294207 -5.0168 -3.4709 2.9007
C 3.720427 0.341226 0.333429 2.7862 -1.8335 -4.2630
S 3.360372 1.946039 0.622767 -0.0560 2.3326 1.4666
C 1.597157 2.253323 0.355644 5.5388 -7.2428 -9.1123
C 0.825103 2.929807 1.098253 -9.3533 -0.6154 -8.1629
C -0.530327 3.095091 0.798474 4.8824 -3.8146 -10.6295
C -0.882691 2.802442 -0.873060 6.9482 -0.4304 8.8132
C 0.093135 2.004912 -1.481130 -2.6376 0.0296 -0.5686
C 1.319224 1.559059 -1.062504 -2.9528 5.6490 6.3027
H 2.045093 1.409226 -1.750490 2.4164 -1.3703 -1.5435
H -0.381474 1.635007 -2.347153 0.3861 -0.5943 -1.8663
H -1.859370 2.778844 -0.884619 -4.9895 0.0792 -1.5768
H -1.148240 3.659390 1.232684 -4.8556 3.9984 4.0120
H 1.132388 3.102515 1.892286 4.8830 3.4770 13.3058
H 6.418843 -1.112985 -0.941834 -1.8952 -0.8190 0.5478
H 4.834124 -3.270276 -0.984157 0.4867 -0.6313 -0.0046
H 2.528778 -2.914719 -0.043593 -0.5692 0.4262 0.5125
H 0.668386 -1.411638 -0.529436 0.9401 -3.8015 -8.7051
H -1.096375 -2.080570 1.149291 0.0091 2.1422 0.6601
H -0.924239 -0.319705 1.834460 -0.1389 -0.5459 -2.6347
H -1.481087 -0.030771 -0.918966 -0.4525 -1.0686 -0.1492
H -2.104377 -1.635772 -0.827452 -0.0600 -8.2310 -5.2923
H -3.038028 0.390807 0.977210 -0.5401 -1.6896 -2.8901
```
Forces are in eV/Å.

Results
HOMO   -0.2900 Eh
Molar mass   300.4 g/mol
ΔE to the lowest compared entry with this formula, charge and spin   380.58 kcal per mole
E   -1242.18293 a.u.
Frontier orbital gap   7.36 eV

Charges per atom according to Löwdin partitioning, unit e:
1. C -0.0629
2. H 0.0673
3. H 0.0263
4. H 0.1250
5. C -0.5086
6. C -0.1007
7. H 0.0644
8. H 0.1532
9. H 0.0786
10. C -0.2229
11. C -0.1362
12. N 0.0876
13. C -0.2483
14. O -0.1592
15. C -0.2253
16. C -0.0148
17. C -0.0072
18. C -0.1793
19. N 0.0428
20. C -0.4977
21. S 1.0646
22. C -0.4081
23. C -0.1513
24. C 0.1473
25. C 0.0574
26. C -0.1812
27. C -0.0293
28. H 0.0693
29. H 0.0835
30. H 0.0042
31. H 0.0037
32. H 0.0021
33. H 0.1175
34. H 0.0688
35. H 0.1176
36. H 0.0461
37. H 0.1622
38. H 0.1750
39. H 0.1275
40. H 0.0466
41. H 0.1944



# 2
C17H20N2OS | wB97M-V/def2-TZVPD

Geometry as XYZ:
```
41
Properties=species:S:1:pos:R:3:forces:R:3
C 4.137758 1.473515 1.528409 0.1922 0.0456 -0.0672
O 2.822895 1.185214 1.936188 -0.2844 -0.0480 0.0765
C 1.794398 1.538180 1.115992 -0.1983 0.0030 -0.0218
C 1.932943 2.160520 -0.119647 0.3665 -0.0838 0.1625
C 0.809943 2.457629 -0.873809 -0.2284 -0.0426 0.0798
C -0.465407 2.151665 -0.423309 -0.0427 0.2232 -0.0385
C -1.670150 2.369828 -1.294767 0.0727 -0.2697 -0.1298
C -1.782433 1.222865 -2.317445 -0.1371 0.3844 -0.2210
N -1.676091 -0.055860 -1.664593 0.0655 -0.3526 0.4617
C -2.726796 -0.845464 -1.374389 0.1224 0.0545 -0.1618
S -4.225726 -0.667788 -2.047216 -0.7232 0.0670 -0.2203
N -2.505393 -1.871927 -0.503478 -0.0086 -0.1988 0.1178
C -1.363546 -2.027137 0.313383 0.3895 0.0187 0.1948
C -1.521573 -1.952030 1.695391 0.0082 0.0308 -0.0303
C -0.432606 -2.065768 2.535860 -0.0588 -0.0591 0.0458
C 0.831302 -2.250818 1.999812 0.0745 -0.0349 -0.0158
C 0.984732 -2.362411 0.631524 -0.0130 0.0563 0.1209
C -0.099684 -2.271252 -0.233942 -0.1624 -0.0434 -0.0243
C 0.107269 -2.484049 -1.704754 0.0097 -0.0570 -0.0288
C -0.593218 1.537166 0.820073 0.1287 0.0929 0.0095
C 0.514571 1.237382 1.582469 0.2573 -0.0003 0.0489
H 4.292652 2.549469 1.397903 -0.0087 -0.0422 -0.0126
H 4.780707 1.113590 2.330065 0.0010 0.0416 -0.0837
H 4.394353 0.953963 0.599208 -0.0126 0.0341 0.0217
H 2.906105 2.417699 -0.507511 0.1093 0.0073 0.0013
H 0.934727 2.938201 -1.833741 0.0195 0.0578 -0.1161
H -2.573244 2.387472 -0.683103 -0.0418 0.0358 -0.0283
H -1.596065 3.314425 -1.834322 -0.0495 0.0434 0.0018
H -0.974386 1.301110 -3.051622 -0.0718 0.0377 0.0163
H -2.743357 1.258971 -2.834038 0.1871 -0.0238 -0.0034
H -0.868305 -0.150434 -1.061129 -0.0311 -0.0458 -0.0539
H -3.352204 -2.329221 -0.193787 0.0724 0.1258 -0.1905
H -2.511067 -1.795327 2.100887 -0.0957 0.0599 0.0274
H -0.568350 -2.002042 3.604933 -0.0164 0.0097 0.0993
H 1.691547 -2.320876 2.647424 0.0904 -0.0067 0.0640
H 1.965600 -2.540361 0.214619 0.1107 -0.0214 -0.0467
H 0.740784 -3.355593 -1.860842 0.0396 -0.0368 -0.0316
H 0.604910 -1.628896 -2.162062 0.0003 0.0385 -0.0839
H -0.838205 -2.644554 -2.215117 -0.0030 -0.0062 -0.0843
H -1.576303 1.291628 1.195951 -0.1187 -0.0313 0.0300
H 0.416913 0.761313 2.544533 -0.0117 -0.0637 0.1145
```
Forces are in eV/Å.

Results
HOMO   -0.2952 Eh
Molar mass   300.4 g/mol
ΔE to the lowest compared entry with this formula, charge and spin   19.67 kcal per mole
E   -1242.75807 a.u.
Frontier orbital gap   8.67 eV
SMILES   COc1ccc(CCNC(=S)Nc2ccccc2C)cc1

Charges per atom according to Löwdin partitioning, unit e:
1. C -0.0911
2. O -0.0881
3. C -0.2781
4. C -0.0157
5. C -0.0349
6. C -0.2593
7. C -0.1241
8. C -0.2005
9. N 0.0040
10. C -0.8855
11. S 0.6164
12. N 0.0402
13. C -0.2207
14. C -0.0226
15. C -0.0934
16. C -0.0865
17. C -0.0406
18. C -0.2212
19. C -0.0366
20. C -0.0403
21. C -0.0010
22. H 0.0956
23. H 0.0924
24. H 0.0947
25. H 0.1020
26. H 0.1167
27. H 0.1171
28. H 0.1173
29. H 0.1217
30. H 0.0678
31. H 0.1067
32. H 0.1209
33. H 0.1169
34. H 0.1054
35. H 0.1060
36. H 0.1161
37. H 0.0850
38. H 0.0845
39. H 0.0790
40. H 0.1196
41. H 0.1140



# 3
C17H20N2OS2 | wB97M-V/def2-TZVPD

Geometry as XYZ:
```
42
Properties=species:S:1:pos:R:3:forces:R:3
C 0.179715 -2.020857 -4.792990 10.7400 -2.4654 -0.7404
C 0.658411 -2.404247 -3.387399 -0.3063 -5.8042 -5.8831
C 0.959131 -3.815882 -3.062292 -4.6260 1.7378 -12.8478
C 1.454777 -4.187862 -2.002381 3.3034 -5.8091 4.1672
C 1.543423 -3.221507 -1.116301 3.8735 0.7791 7.4042
C 1.507722 -1.900477 -1.392564 0.8896 1.1175 3.9083
C 1.077127 -1.429804 -2.677076 2.1663 -3.1007 7.6072
C 0.565202 -0.183093 -2.720102 5.1961 7.6073 -0.9694
S -1.024284 0.073349 -2.465596 -5.9567 0.9973 -1.8923
C -1.337613 -0.329260 -0.787117 -4.8160 14.4012 -0.6990
C -0.684976 0.866967 0.039566 6.5200 -12.9571 6.9563
O 0.259558 0.338740 1.084700 -4.7817 2.8714 -4.6242
N -0.736121 2.028336 -0.227099 0.7680 10.1968 -0.9611
C -0.155311 3.293385 0.553922 -2.9608 -13.3182 8.7246
C -1.195402 3.881114 1.322847 0.0305 -1.9178 5.4627
S -2.436820 2.550166 2.143840 3.5464 1.8577 -0.1650
C -1.077541 1.812653 3.290920 -7.9602 -1.1328 -1.9713
C -1.752047 0.825959 3.875833 4.3527 -3.9985 4.6936
C -0.809852 0.153675 4.960439 -10.6045 0.1735 -5.7367
C 0.281130 0.523523 5.244404 14.7076 9.9990 -0.1626
C 0.886494 1.938446 4.409273 -13.9274 -8.7421 -1.2998
N -0.032413 2.425733 3.637306 5.4323 2.7179 0.2158
H -0.637649 -1.622447 -4.711478 -8.5009 5.6504 0.4474
H -0.020323 -2.791647 -5.423710 -0.3386 -3.0127 -1.4193
H 1.087781 -1.482188 -5.472910 -2.6815 -0.6987 2.1691
H 0.809943 -4.599637 -3.999851 0.2943 2.1373 2.3777
H 1.953695 -5.166070 -1.866878 -0.9594 0.4143 0.1904
H 2.008585 -3.658388 -0.052067 -1.3953 1.8698 -2.4425
H 1.792589 -1.321655 -0.375060 -0.9575 -0.3066 -3.0374
H 0.830358 0.141575 -3.756014 -0.7576 0.8086 0.5275
H 1.141980 0.578967 -1.997676 -0.6251 -1.6199 -1.5014
H -2.439718 0.011637 -0.628087 1.4606 -1.7974 -0.4083
H -1.015557 -1.159393 -0.664672 3.5332 -10.3066 2.9865
H -1.152419 2.365723 -1.048212 -1.1006 -0.1209 -1.4891
H 0.293215 3.820989 -0.005250 6.1391 7.0170 -7.8841
H 0.594539 2.674733 1.380973 -1.8027 1.9449 -2.6532
H -1.926273 4.358622 0.880896 -3.1462 3.1927 -2.7349
H -0.715244 4.468568 2.166668 -0.9326 -0.5938 -0.8888
H -2.588828 0.138238 3.865479 -0.5354 1.1304 -1.3079
H -0.950953 -0.760710 5.285893 -2.3672 -4.5229 1.8634
H 1.174474 0.415581 5.815142 -0.3344 -1.9182 1.0164
H 1.629495 2.368445 4.674681 9.4206 5.5215 3.0011
```
Forces are in eV/Å.

Results
HOMO   -0.2976 Eh
Molar mass   332.5 g/mol
ΔE to the lowest compared entry with this formula, charge and spin   427.09 kcal per mole
E   -1640.28242 a.u.
Frontier orbital gap   8.50 eV
SMILES   Cc1ccccc1CSCC(=O)NCCSc1ccccn1

Charges per atom according to Löwdin partitioning, unit e:
1. C -0.0193
2. C -0.2017
3. C -0.0652
4. C -0.2035
5. C -0.1433
6. C -0.0202
7. C -0.3658
8. C -0.5936
9. S 0.9738
10. C -0.2946
11. C -0.4520
12. O -0.2086
13. N 0.0586
14. C -0.1206
15. C -0.3658
16. S 0.8695
17. C -0.6160
18. C -0.0540
19. C -0.1216
20. C -0.0229
21. C 0.0956
22. N 0.0493
23. H -0.0464
24. H 0.0344
25. H 0.1774
26. H 0.1713
27. H 0.1393
28. H 0.1676
29. H 0.1635
30. H 0.1149
31. H 0.1536
32. H 0.1372
33. H -0.0460
34. H 0.1177
35. H 0.0041
36. H 0.1856
37. H -0.0135
38. H 0.1103
39. H 0.1074
40. H 0.0636
41. H 0.0867
42. H -0.0070



# 4
C17H20N2S2 | wB97M-V/def2-TZVPD

Geometry as XYZ:
```
41
Properties=species:S:1:pos:R:3:forces:R:3
C -2.007892 -4.134365 -0.406247 0.1200 -0.0681 -0.0362
C -2.484415 -2.746896 -0.170767 0.1744 0.3650 0.0163
C -3.743477 -2.315235 0.115510 0.2245 -0.2251 -0.0707
C -3.832273 -0.923740 0.303617 0.2728 0.3742 -0.1525
C -2.641869 -0.272116 0.133458 0.1504 -0.9760 -0.3902
C -2.387933 1.130462 0.383577 -0.1777 0.8665 0.5341
S -3.195923 1.833382 1.654468 -0.2036 0.0970 0.2177
N -1.503959 1.825373 -0.346507 -0.1164 -0.3515 0.1160
C -0.935285 1.409956 -1.605062 0.3416 -0.1670 -0.3822
C 0.588224 1.201947 -1.447743 -0.0887 0.0282 -0.2672
N 1.148422 2.040936 -0.401619 0.1028 0.0190 0.1419
C 1.289938 1.367901 0.882810 0.0247 0.0441 0.0102
C 2.270945 0.231347 0.776413 -0.0081 -0.0495 0.1025
C 3.499469 0.431937 0.158616 -0.0061 -0.0087 0.0258
C 4.407521 -0.604817 0.051762 0.0770 0.0451 -0.0326
C 4.099442 -1.854562 0.564363 0.0277 -0.1260 0.0072
C 2.878613 -2.061310 1.181794 0.0590 -0.1272 0.0240
C 1.967997 -1.023616 1.284807 -0.0183 0.1139 0.0334
C 0.438738 3.297534 -0.329299 -0.1029 0.0402 -0.0977
C -1.040263 3.125648 0.085991 0.2478 0.3711 0.1768
S -1.373237 -1.419886 -0.238209 -0.6969 -0.0887 0.1459
H -1.568502 -4.228780 -1.399308 -0.0060 -0.0947 -0.0279
H -2.838617 -4.830755 -0.321142 -0.0062 -0.0580 -0.0044
H -1.243808 -4.407181 0.321537 0.0079 -0.0990 0.0145
H -4.586251 -2.977953 0.201028 -0.1225 -0.1730 0.0022
H -4.740862 -0.405859 0.551897 -0.0872 0.1447 0.0832
H -1.419729 0.504388 -1.966196 -0.0039 0.1650 -0.0320
H -1.128777 2.211299 -2.328648 -0.0219 -0.0917 0.0109
H 1.081469 1.450529 -2.394111 -0.0700 -0.1342 -0.0330
H 0.809199 0.159927 -1.213247 0.0037 0.0347 -0.0940
H 1.677877 2.108599 1.590445 -0.1023 -0.0178 0.0209
H 0.337867 0.987691 1.282242 0.0326 0.0331 0.0824
H 3.728051 1.407462 -0.242827 0.0250 0.1036 -0.0686
H 5.359774 -0.439399 -0.430901 0.0776 0.0171 -0.0352
H 4.809126 -2.664658 0.481757 0.0541 -0.0640 -0.0101
H 2.632323 -3.033839 1.582605 -0.0153 -0.0828 0.0332
H 1.014050 -1.190472 1.764947 -0.0999 0.0080 0.0336
H 0.505330 3.762896 -1.316824 0.0164 0.0801 0.0450
H 0.941604 3.951930 0.385145 -0.0525 0.0523 -0.0619
H -1.153236 3.176704 1.171772 -0.0096 0.0102 -0.1963
H -1.659662 3.917583 -0.351898 -0.0237 -0.0101 0.1149
```
Forces are in eV/Å.

Results
HOMO   -0.2874 Eh
Molar mass   316.5 g/mol
ΔE to the lowest compared entry with this formula, charge and spin   28.27 kcal per mole
E   -1565.66892 a.u.
Frontier orbital gap   8.03 eV
SMILES   Cc1ccc(C(=S)N2CCN(Cc3ccccc3)CC2)s1

Charges per atom according to Löwdin partitioning, unit e:
1. C -0.1014
2. C -0.5660
3. C -0.1231
4. C -0.1291
5. C -0.5305
6. C -0.7782
7. S 0.6955
8. N -0.1415
9. C -0.1389
10. C -0.1517
11. N -0.1646
12. C -0.1420
13. C -0.2284
14. C -0.0384
15. C -0.0824
16. C -0.0960
17. C -0.0850
18. C -0.0615
19. C -0.1581
20. C -0.1713
21. S 1.1036
22. H 0.0780
23. H 0.0811
24. H 0.0779
25. H 0.1124
26. H 0.1021
27. H 0.0939
28. H 0.1290
29. H 0.1233
30. H 0.0915
31. H 0.1365
32. H 0.1182
33. H 0.1138
34. H 0.1007
35. H 0.0990
36. H 0.1008
37. H 0.0949
38. H 0.1191
39. H 0.1220
40. H 0.0652
41. H 0.1293